DFT (wB97M-V/def2-TZVPD) results for a structure of composition C2H6NO2P2 in a non-equilibrium geometry.

Results
Total charge: -1
E_LUMO (Eh): 0.158
Frontier orbital gap (eV): 8.8
Energy (eV): -26333.9276
Relative energy (zero: lowest compared OMol25 entry of this formula, charge and spin) (kcal per mole): 0.0

Structure (XYZ):
```
13
C2H6NO2P2, DFT wB97M-V/def2-TZVPD
P -0.274 0.694 -2.309
P 0.193 -1.679 1.419
O 0.665 2.240 0.145
O 0.775 0.559 1.596
N -0.565 -1.098 -0.126
C 0.581 1.063 0.469
C 0.239 -0.038 -0.630
H 0.701 1.764 -2.200
H -0.380 -1.245 2.632
H 1.207 -0.375 -0.919
H -0.724 -2.734 1.302
H -0.918 1.762 -1.539
H -1.500 -0.913 0.159
```



DFT (wB97M-V/def2-TZVPD) results for a structure of composition C3H8N2OS in a non-equilibrium geometry.

Results
E_LUMO (Eh): 0.023
Frontier orbital gap (eV): 8.0
Energy (eV): -19097.6740
Relative energy (zero: lowest compared OMol25 entry of this formula, charge and spin) (kcal per mole): 157.5

Structure (XYZ):
```
15
C3H8N2OS, DFT wB97M-V/def2-TZVPD
S -0.463 0.646 -0.040
O -0.615 -0.108 -3.452
N 0.298 0.565 -1.399
N -0.220 0.997 -2.591
C -0.614 -1.000 0.827
C 0.295 -0.530 1.910
C 0.946 0.692 1.265
H 1.088 -1.144 2.338
H -1.146 1.539 -2.664
H -0.305 -0.204 2.763
H -0.232 -2.018 0.411
H 1.951 0.696 0.904
H 0.775 1.583 1.793
H -1.694 -0.893 1.039
H -0.063 -0.820 -3.105
```



DFT (wB97M-V/def2-TZVPD) results for a structure of composition C37H39F6N5O3PW.

Results
Total charge: +1
E_LUMO (alpha / beta) (Eh): -0.101 / -0.101
Frontier orbital gap (alpha / beta) (eV): 7.0 / 7.0
Energy (eV): -80014.0245
Relative energy (zero: lowest compared OMol25 entry of this formula, charge and spin) (kcal per mole): 0.0

Structure (XYZ):
```
92
C37H39F6N5O3PW, DFT wB97M-V/def2-TZVPD
W -0.497 -0.038 -0.177
P -1.775 2.703 1.252
F 1.797 -3.155 0.445
F -2.606 -3.537 -1.181
F 0.314 -4.324 1.478
F 1.277 -5.127 -0.269
F -1.694 -5.280 -0.284
F -2.120 -3.533 0.917
O -0.355 -1.996 -0.510
O -3.367 0.031 -3.093
O -1.430 0.112 -1.987
N 0.340 -0.473 1.898
N 0.013 -2.881 4.577
N -0.873 1.611 0.508
N -2.545 -0.625 0.368
N 1.083 -0.832 4.557
C -2.608 1.068 3.302
C -3.457 4.066 -2.163
C -2.605 3.747 0.061
C 2.608 2.488 -0.192
C 0.489 3.992 2.108
C 1.407 0.263 3.873
C -3.034 1.880 2.246
C -0.664 5.007 4.422
C -3.147 4.970 0.453
C -4.880 0.382 3.677
C 0.388 -1.757 3.902
C 1.065 0.455 2.552
C -2.761 3.291 -1.246
C -0.003 -1.561 2.566
C -5.307 1.188 2.634
C 0.665 5.280 4.125
C 4.392 1.623 1.361
C 1.600 2.335 -1.112
C 3.056 0.140 -0.165
C -3.460 -0.417 -0.780
C 0.783 -4.004 0.253
C -1.686 -3.952 -0.301
C -4.386 1.940 1.915
C -3.998 5.283 -1.771
C 2.082 -0.053 -1.169
C -3.531 0.320 4.013
C -0.302 -3.363 -0.670
C -3.842 5.737 -0.465
C -0.841 3.707 2.408
C 1.319 1.034 -1.608
C 1.242 4.774 2.968
C 0.856 3.512 -1.673
C -0.031 -3.762 -2.125
C -1.420 4.219 3.567
C 3.333 1.392 0.321
C 2.161 -1.276 -2.041
C -2.730 -0.086 -2.078
H -3.201 -0.308 4.830
H 1.251 5.891 4.798
H -0.629 -3.120 -2.768
H 0.054 3.189 -2.335
H -1.555 1.018 3.559
H -6.356 1.236 2.378
H 0.735 0.944 -2.519
H -4.718 2.569 1.098
H 2.961 -1.107 -2.766
H -4.542 5.884 -2.487
H 1.974 1.021 4.402
H -2.544 -1.600 0.643
H -0.606 -2.296 2.058
H -3.015 5.331 1.467
H 1.018 -3.639 -2.370
H 4.909 0.699 1.616
H -1.112 5.402 5.323
H -2.332 2.344 -1.547
H -4.259 6.690 -0.168
H -0.300 -4.802 -2.300
H -2.890 -0.112 1.175
H 2.882 3.488 0.134
H 0.929 3.573 1.215
H 1.239 -1.432 -2.596
H 3.634 -0.713 0.172
H 2.278 4.988 2.739
H -2.451 3.996 3.813
H -4.087 -1.289 -0.950
H 0.414 4.126 -0.885
H 1.342 1.341 2.004
H 5.132 2.344 1.010
H -4.119 0.426 -0.567
H -3.579 3.712 -3.178
H 3.955 2.029 2.277
H 0.463 -3.029 5.465
H 1.528 4.155 -2.244
H -0.209 -3.707 4.047
H 2.413 -2.168 -1.478
H -5.600 -0.201 4.236
```



DFT (wB97M-V/def2-TZVPD) results for the molecule C2H3BrN2 in a non-equilibrium geometry.

Results
E_LUMO (Eh): -0.005
Frontier orbital gap (eV): 8.2
Energy (eV): -75142.5791
Relative energy (zero: lowest compared OMol25 entry of this formula, charge and spin) (kcal per mole): 10.6

Structure (XYZ):
```
8
C2H3BrN2, DFT wB97M-V/def2-TZVPD
Br 1.922 -2.338 -0.883
N 0.120 -0.881 -2.339
N -0.124 -0.891 -3.430
C 0.734 -0.824 -1.244
C 0.027 -0.077 -0.140
H -0.953 -0.380 -0.125
H 0.137 0.891 -0.333
H 0.536 -0.307 0.745
```



DFT (wB97M-V/def2-TZVPD) results for a structure of composition C30H30ClN8O6SeTi.

Results
Total charge: +1
2S+1: 3
E_LUMO (alpha / beta) (Eh): -0.126 / -0.141
Frontier orbital gap (alpha / beta) (eV): 6.1 / 6.0
Energy (eV): -156777.0271
Relative energy (zero: lowest compared OMol25 entry of this formula, charge and spin) (kcal per mole): 0.0

Structure (XYZ):
```
77
C30H30ClN8O6SeTi, DFT wB97M-V/def2-TZVPD
Se -0.693 -3.171 -2.324
Ti 1.308 -0.942 0.336
Cl 1.011 1.295 -1.721
O 0.684 2.369 -0.833
O 0.267 0.081 -1.263
O 0.630 1.561 -3.062
O 2.519 -2.469 1.470
O 2.656 -2.045 -1.108
O 2.413 0.956 -1.610
N 2.686 0.568 1.292
N 4.127 2.738 2.234
N -2.787 -3.443 1.780
N -4.200 4.845 4.730
N -1.905 -0.714 -3.199
N -0.448 -1.495 -4.602
N -0.411 -2.207 1.054
N 0.158 0.240 1.654
C 4.716 1.750 1.567
C -2.465 2.999 3.555
C -3.445 2.591 4.451
C 2.075 1.574 1.934
C 3.106 -3.320 -0.651
C -0.942 -0.331 -5.180
C -1.352 1.493 -6.617
C 0.625 1.407 2.122
C -1.871 0.168 -4.277
C -3.262 5.229 3.869
C 3.999 0.666 1.095
C -1.121 -0.095 1.887
C -0.662 0.317 -6.369
C -1.431 -1.499 1.565
C -0.590 -3.516 0.900
C -1.773 -4.131 1.266
C -2.001 0.779 2.499
C -2.285 1.998 -5.707
C 2.818 2.650 2.411
C -2.751 -0.544 -2.039
C -1.031 -1.720 -3.402
C -1.547 2.025 2.923
C -4.279 3.548 5.010
C 3.549 -3.170 0.780
C -2.610 -2.140 1.935
C 2.736 -2.385 2.878
C -2.374 4.353 3.262
C -2.561 1.343 -4.518
C 2.692 -1.969 -2.548
C -0.195 2.317 2.762
H 3.735 -1.952 -2.869
H -3.794 -0.488 -2.349
H 0.196 -2.151 -5.005
H 0.230 -4.078 0.474
H 0.202 3.246 3.143
H -2.470 0.367 -1.510
H -2.800 2.920 -5.936
H -2.610 -1.405 -1.391
H -3.038 0.509 2.640
H 1.918 -1.804 3.296
H -1.165 2.032 -7.535
H 3.701 -4.154 1.232
H -1.648 4.728 2.551
H -3.277 1.738 -3.809
H 2.742 -3.384 3.316
H 2.200 -1.051 -2.842
H 5.784 1.825 1.406
H 4.484 -2.605 0.851
H 3.949 -3.658 -1.258
H -3.433 -1.589 2.373
H 4.474 -0.131 0.538
H -1.907 -5.198 1.142
H -3.217 6.289 3.648
H -5.044 3.255 5.719
H 0.063 -0.070 -7.072
H 2.165 -2.826 -2.965
H 2.346 3.462 2.949
H 2.293 -4.045 -0.756
H 3.685 -1.886 3.089
H -3.550 1.553 4.740
```



DFT (wB97M-V/def2-TZVPD) results for a structure of composition C23H24Br2N4OS6SiYb.

Results
Total charge: -1
2S+1: 2
E_LUMO (alpha / beta) (Eh): 0.074 / 0.074
Frontier orbital gap (alpha / beta) (eV): 6.1 / 6.1
Energy (eV): -276762.1346
Relative energy (zero: lowest compared OMol25 entry of this formula, charge and spin) (kcal per mole): 7.0

Structure (XYZ):
```
62
C23H24Br2N4OS6SiYb, DFT wB97M-V/def2-TZVPD
Yb -0.267 -0.307 0.889
Br 3.812 -0.785 3.965
Br 7.055 -0.275 -0.619
S -4.158 -0.206 7.462
S -0.819 1.365 2.922
S -3.161 -1.615 5.033
S -2.429 1.107 5.416
S -0.265 -2.983 -0.630
S -1.689 -1.969 2.456
Si -2.899 0.988 -0.950
O 1.578 -0.770 1.849
N -1.219 1.148 -0.581
N 1.740 -0.507 -0.793
N -1.669 -4.666 0.874
N 0.609 -4.755 1.116
C 2.761 -0.648 1.345
C -2.146 -0.928 3.787
C -3.691 2.358 -1.966
C 2.906 -0.520 -0.083
C -0.320 2.115 -0.988
C 4.193 -0.311 -2.099
C 3.023 -0.336 -2.791
C -0.452 2.887 -2.159
C 5.317 -0.416 0.141
C 1.685 3.964 -1.798
C 3.930 -0.631 2.089
C -1.794 0.364 3.962
C -0.460 -4.199 0.533
C 5.198 -0.519 1.495
C 0.529 3.786 -2.547
C 0.849 2.343 -0.234
C 1.833 3.230 -0.628
C -3.847 0.891 0.660
C -3.291 -0.237 6.047
C 1.789 -0.444 -2.107
C 0.519 -0.520 -2.894
C 4.171 -0.415 -0.691
C -3.196 -0.632 -1.860
H -0.266 0.065 -2.422
H -2.437 -4.058 0.630
H -3.466 3.347 -1.564
H 2.448 4.665 -2.112
H -4.240 -0.722 -2.171
H 0.388 4.354 -3.459
H 1.497 -4.312 0.951
H -2.968 -1.484 -1.214
H 5.141 -0.218 -2.612
H -3.491 0.077 1.298
H -1.325 2.756 -2.780
H 0.516 -5.365 1.910
H -1.774 -5.108 1.775
H 6.076 -0.515 2.125
H 0.179 -1.558 -2.942
H 2.713 3.354 -0.008
H 0.980 1.840 0.726
H -4.773 2.212 -1.916
H -2.570 -0.724 -2.750
H -4.912 0.719 0.477
H 3.017 -0.269 -3.871
H -3.733 1.813 1.234
H 0.674 -0.167 -3.913
H -3.401 2.346 -3.017
```



DFT (wB97M-V/def2-TZVPD) results for the molecule CH2FNO2S in a non-equilibrium geometry.

Results
2S+1: 3
E_LUMO (alpha / beta) (Eh): 0.001 / -0.162
Frontier orbital gap (alpha / beta) (eV): 7.2 / 7.1
Energy (eV): -20200.4549
Relative energy (zero: lowest compared OMol25 entry of this formula, charge and spin) (kcal per mole): 0.0

Structure (XYZ):
```
8
CH2FNO2S, DFT wB97M-V/def2-TZVPD
S -1.327 -0.434 -0.419
F 1.640 -0.218 -0.706
O -0.928 -1.538 -1.283
O -2.699 -0.317 -0.021
N -0.392 0.545 0.278
C 1.027 0.423 0.373
H 1.322 -0.103 1.328
H 1.356 1.642 0.451
```